Record 1
ORCA calculation (wB97M-V/def2-TZVPD) on a structure of composition C45H26BrF4N3O2PPdS4 in a non-equilibrium geometry.

CARTESIAN COORDINATES (ANGSTROEM)
Pd -0.17801 0.13110 -0.97803
S -1.94281 -5.50848 -1.58835
C -2.72534 -7.01004 -1.53793
C -4.07713 -6.88542 -1.39938
C -4.48462 -5.54108 -1.33082
C -3.44165 -4.64585 -1.42047
C -3.49343 -3.20412 -1.34620
C -2.31728 -2.41859 -1.43989
N -2.26552 -1.12558 -1.26505
C -3.41886 -0.44232 -1.06023
C -4.66301 -1.11911 -1.04024
C -5.88606 -0.38174 -0.89405
C -5.86834 0.95512 -0.78805
C -4.62399 1.67165 -0.79402
C -4.60134 3.04941 -0.71678
C -3.37915 3.72738 -0.74017
C -2.19789 2.92801 -0.77542
N -2.18656 1.62605 -0.85563
C -3.39035 0.96926 -0.89695
C -3.28214 5.14258 -0.74238
C -2.12467 5.94781 -0.80809
C -2.40822 7.29289 -0.83802
C -3.78525 7.54497 -0.79473
S -4.72071 6.14623 -0.71872
C -4.67410 -2.50853 -1.15595
H -2.16220 -7.92844 -1.61723
H -4.74689 -7.73155 -1.34923
H -5.52256 -5.25343 -1.22527
H -1.38750 -2.91784 -1.68975
H -6.82020 -0.92965 -0.88646
H -6.78951 1.51923 -0.69942
H -5.54081 3.58826 -0.64624
H -1.25327 3.44362 -0.72175
H -1.11574 5.55749 -0.83807
H -1.66858 8.07843 -0.89454
H -4.25809 8.51846 -0.81070
H -5.62053 -3.02842 -1.09625
F 5.46618 -4.13407 -1.60032
C 4.50405 -3.46461 -1.05113
C 4.51426 -3.17093 0.27491
F 5.48830 -3.54293 1.03134
C 3.43017 -2.43048 0.83092
F 3.49276 -2.19005 2.07473
C 2.32326 -1.95026 0.07076
P 0.97173 -0.94562 0.86207
C 1.68491 0.32896 1.91790
C 3.00464 0.76882 1.88487
C 3.39810 1.80228 2.72153
C 2.48923 2.38848 3.59119
C 1.17159 1.95043 3.62363
C 0.76323 0.93441 2.77723
C 0.21314 -2.14400 1.99527
C 0.67458 -2.27711 3.30904
C 0.18577 -3.30403 4.10092
C -0.77496 -4.17997 3.60851
C -1.26645 -4.01970 2.31956
C -0.77223 -3.00593 1.51526
C 2.34489 -2.25961 -1.25935
Br 0.99531 -1.71550 -2.45322
C 3.42151 -3.01005 -1.83008
F 3.41731 -3.27426 -3.07198
H 3.73043 0.30744 1.23169
H 4.42654 2.14234 2.70333
H 2.81441 3.18392 4.25004
H 0.46683 2.39009 4.31809
H -0.26777 0.59604 2.78885
H 1.39903 -1.58568 3.71669
H 0.55922 -3.42435 5.11057
H -1.15329 -4.97693 4.23606
H -2.03583 -4.68377 1.94342
H -1.15697 -2.86625 0.51948
O 4.61007 -0.21506 -2.80685
S 4.54503 0.36848 -1.50250
O 5.17125 -0.34758 -0.41279
N 2.90246 0.58541 -1.14267
C 2.62780 1.85558 -1.10834
S 0.99704 2.38772 -0.93588
C 3.77851 2.77947 -1.20185
C 3.80229 4.15035 -1.01850
C 5.03845 4.78877 -1.02364
C 6.21729 4.07446 -1.20492
C 6.19611 2.69708 -1.40802
C 4.96189 2.08691 -1.41316
H 2.88441 4.69966 -0.85923
H 5.08980 5.85894 -0.86921
H 7.16469 4.59538 -1.18657
H 7.11132 2.13955 -1.56722

Forces on the atoms, in the same order (eV/Å):
-0.88 0.90 0.35
-0.01 0.28 0.00
-0.06 -0.26 0.01
0.03 -0.11 0.00
-0.13 0.22 -0.02
0.18 -0.38 -0.02
-0.27 0.13 0.04
-0.03 -0.21 -0.20
0.57 0.27 -0.07
-0.30 -0.25 0.06
0.16 0.19 0.03
-0.02 -0.15 0.00
-0.11 0.13 0.01
0.09 -0.28 0.02
0.04 0.20 0.00
0.01 -0.14 0.02
-0.01 0.17 0.02
-0.07 -0.28 0.11
0.01 0.29 -0.03
-0.35 0.08 -0.02
0.20 0.10 0.01
0.08 0.00 -0.01
-0.05 0.04 -0.01
0.20 -0.05 0.01
0.09 -0.09 -0.02
0.03 0.08 -0.01
0.00 0.05 -0.01
0.06 0.01 0.00
0.03 0.03 0.13
0.02 0.02 0.00
0.05 -0.02 0.00
0.03 -0.04 -0.03
0.25 -0.14 -0.04
-0.10 -0.02 -0.01
-0.04 0.00 0.01
-0.01 -0.04 0.01
-0.01 -0.01 -0.01
0.27 -0.19 -0.30
-0.26 0.09 -0.14
-0.16 0.06 -0.15
0.26 -0.05 0.41
-0.34 0.03 -1.14
0.08 0.17 1.22
0.22 0.08 0.13
-0.01 0.22 0.00
0.03 -0.04 -0.05
-0.03 -0.10 0.12
0.08 0.02 -0.02
0.02 0.04 0.00
-0.06 0.02 0.02
-0.01 -0.05 -0.06
0.07 0.08 -0.10
-0.03 -0.07 -0.04
0.02 -0.02 0.09
-0.02 0.06 -0.03
-0.06 -0.05 -0.01
0.11 0.02 0.09
-0.31 0.00 0.17
0.49 -0.04 -0.09
0.10 0.19 0.80
-0.03 -0.21 -0.95
0.04 0.04 0.03
-0.03 -0.04 0.00
-0.03 -0.04 0.00
0.01 0.01 -0.06
0.00 0.02 0.09
0.06 -0.03 -0.03
-0.04 0.04 -0.04
0.03 0.02 -0.01
0.05 0.03 0.00
-0.01 -0.08 -0.10
0.09 -0.17 -0.09
-0.45 0.38 0.47
-0.21 -0.13 -0.01
0.54 0.43 -0.40
-0.24 -0.38 0.00
0.12 -1.00 -0.07
0.00 0.16 0.03
0.07 -0.05 -0.03
-0.03 0.08 0.03
-0.03 0.00 -0.03
0.10 -0.08 -0.18
-0.07 -0.21 0.04
0.01 0.03 0.02
-0.01 -0.03 -0.02
0.00 -0.01 -0.02
-0.06 0.02 0.05

Energy ... -7079.62845 hartree
Energy above the lowest of the compared OMol25 structures with the same formula, charge and spin ... 30.36 kcal per mole
Total charge ... +3
Kohn-Sham gap (spin up / spin down) ... 6.3978 / 3.4211 eV
⟨S²⟩ ... 6.071
E_HOMO (spin up / spin down) ... -14.83 / -14.81 eV
Spin multiplicity ... 5


Record 2
ORCA calculation (wB97M-V/def2-TZVPD) on an isolated molecule of C3H6OS2 in a non-equilibrium geometry.

CARTESIAN COORDINATES (ANGSTROEM)
C 0.59156 0.93553 -0.72735
C 0.63184 -0.48032 -0.08152
C -0.60805 -0.66381 0.70662
H 1.29804 1.91398 0.68409
H -0.20241 1.04918 -1.42830
H 1.51522 1.09338 -1.28521
H -0.82160 0.15020 1.44661
H -0.61474 -1.57763 1.34505
H -2.02700 -2.03305 -0.64906
O 0.43527 1.86292 0.32455
S 1.93754 -1.49258 -0.08926
S -2.13566 -0.75781 -0.24625

Forces on the atoms, in the same order (eV/Å):
1.30 -1.18 0.11
0.82 0.62 -0.30
-0.93 -1.41 2.27
1.25 0.45 0.99
-0.88 -0.08 -0.28
0.12 0.06 0.08
0.58 -0.35 -0.93
0.44 0.56 -0.57
0.11 0.06 0.01
-0.95 0.12 -0.76
-1.51 1.06 -0.12
-0.36 0.09 -0.50

SMILES ... OCC(=S)CS
Energy ... -989.47664 hartree
Energy above the lowest of the compared OMol25 structures with the same formula, charge and spin ... 32.56 kcal per mole
Total charge ... 0
Kohn-Sham gap ... 8.3274 eV
E_HOMO ... -8.94 eV
Spin multiplicity ... 1


Record 3
ORCA calculation (wB97M-V/def2-TZVPD) on a cluster of 7 separate species, C5H25N2O6S in total in a non-equilibrium geometry.

CARTESIAN COORDINATES (ANGSTROEM)
N 0.35872 -2.19576 0.71749
C 0.82245 -1.24721 -0.30116
C 1.61809 -2.03765 -1.35569
S 3.00656 -3.03580 -0.72015
C 1.74881 -0.12179 0.27758
N 0.95874 1.13527 0.39846
C 0.45230 1.33171 1.74422
C 1.67803 2.30470 -0.11272
H 0.67724 -1.83264 1.61415
H 0.85392 -3.08865 0.71391
H -0.15013 -0.87656 -0.71333
H 0.92692 -2.85212 -1.68094
H 1.86668 -1.41092 -2.24134
H 2.59720 -0.04996 -0.40707
H 2.25813 -0.31953 1.22620
H 0.00530 2.32921 1.67476
H 1.21224 1.30305 2.53199
H -0.49656 0.79646 1.87524
H 0.99777 3.15050 -0.22215
H 2.04637 2.00651 -1.09326
H 2.49818 2.59969 0.57341
H -2.41754 -0.43858 3.20935
H -1.89178 -1.79367 3.61203
O -1.64394 -0.88048 3.54395
H -2.30922 1.91199 -1.52666
H -1.55246 1.29688 -0.27534
O -2.41090 1.60026 -0.62692
H 1.36863 0.59696 -2.57355
H 2.01276 0.57232 -3.98239
O 1.44126 1.06125 -3.40550
H -0.25031 1.71806 -1.89018
H -0.19923 2.67205 -3.13243
O -0.38158 2.62425 -2.21015
H -2.67645 -3.07470 0.90268
H -1.52454 -2.15412 1.16726
O -2.45306 -2.33155 1.46952
H -3.56248 -1.21395 0.67872
H -3.44483 0.33596 0.13930
O -4.04131 -0.39142 0.40073

Forces on the atoms, in the same order (eV/Å):
-0.40 0.03 1.60
0.90 -0.80 0.31
-1.06 -1.29 -0.47
0.34 0.53 0.13
-1.21 0.37 -0.62
0.67 -0.32 -0.50
-1.43 1.38 -1.29
0.06 -0.47 0.67
-0.36 0.03 0.07
0.29 0.14 -0.79
1.05 0.55 -0.12
0.09 0.87 -0.37
-0.05 -0.26 0.51
-0.17 0.48 -0.23
-0.40 -0.55 0.13
0.42 0.42 0.55
-0.26 -0.35 0.14
0.82 -0.92 0.64
0.06 -0.09 -0.02
0.31 0.52 0.08
0.04 -0.05 -0.36
-0.50 0.11 -0.35
-0.25 -0.65 -0.24
0.84 0.76 0.73
0.52 0.11 -0.07
-0.18 0.39 -0.55
-0.12 -0.36 0.96
0.29 -0.57 0.17
0.44 -0.65 -0.13
-0.46 0.92 -0.28
0.22 0.42 -0.46
0.51 -0.50 -0.95
-0.94 0.32 1.31
-0.16 -0.27 0.02
0.26 -0.01 0.22
0.20 -0.50 -0.43
0.07 1.42 -0.22
-0.05 -0.72 -0.02
-0.40 -0.45 0.23

Energy ... -1164.64980 hartree
Energy above the lowest of the compared OMol25 structures with the same formula, charge and spin ... 34.92 kcal per mole
Total charge ... -1
Kohn-Sham gap ... 5.9277 eV
E_HOMO ... -3.17 eV
Spin multiplicity ... 1


Record 4
ORCA calculation (wB97M-V/def2-TZVPD) on a structure of composition C19H18ClF2NO in a non-equilibrium geometry.

CARTESIAN COORDINATES (ANGSTROEM)
O 0.13212 2.98331 0.47796
C -0.06926 2.01633 -0.35129
C -1.38561 1.36463 -0.59070
C -1.73399 0.89390 -1.94566
C -3.03745 0.33258 -2.32866
C -3.81989 0.46989 -1.14643
C -3.41530 1.15010 0.07743
C -2.19470 1.36060 0.26818
H -1.89144 1.82632 1.22024
F -4.40525 0.95553 1.11053
H -4.69785 -0.11496 -1.06239
H -3.06468 -0.15046 -3.10512
F -0.92793 0.88937 -3.17251
C 1.29099 1.43085 -1.02411
H 1.18140 1.63772 -2.25076
C 1.35070 0.03779 -1.02609
N 1.91214 -0.35959 0.06983
C 3.45420 -0.19427 -0.01610
C 3.65372 0.89130 -0.66177
C 2.63222 2.07806 -0.43847
H 2.84128 2.89523 -1.03261
H 2.59628 2.24395 0.65637
H 3.86928 0.81155 -1.70752
H 4.75085 1.56871 -0.30260
H 3.94069 -1.43433 -0.52861
H 3.79911 -0.28591 1.04633
C 1.55721 -1.70772 0.50204
C 0.23156 -1.89270 1.23582
C -0.68625 -2.49230 0.56131
C -2.10941 -2.47409 1.01615
C -2.41250 -1.75583 2.05066
C -1.46748 -0.91397 2.43331
C -0.17311 -0.87805 2.14940
H 0.54770 -0.16012 2.39283
Cl -1.91457 0.34316 3.70129
H -3.41739 -1.67380 2.52289
H -2.85169 -3.35796 0.49371
H -0.44436 -3.10209 -0.05752
H 1.81574 -2.58778 -0.08559
H 2.45619 -1.99698 1.59350
H 1.65883 -0.34729 -1.89703
H 0.44791 -0.30067 -0.84823

Forces on the atoms, in the same order (eV/Å):
-1.99 -3.97 -3.27
4.71 2.92 2.47
11.93 -0.09 -15.59
-1.15 -0.85 -2.62
4.03 7.47 13.24
0.18 0.14 -0.05
-10.11 -5.55 -2.51
-4.46 3.65 14.58
-0.09 -0.47 -0.03
2.14 0.96 -1.65
-1.21 -0.03 0.01
-1.25 -4.98 -8.18
-0.44 0.40 3.25
-1.69 6.64 -2.96
0.28 0.46 3.09
-1.60 0.51 -1.77
6.05 -4.63 6.80
-2.93 -13.00 6.25
6.38 13.48 -4.49
-1.95 -4.19 0.51
0.87 1.85 -0.70
-0.36 0.34 -0.84
-0.21 -0.19 -0.78
-2.69 -2.46 -0.91
-1.19 3.74 1.03
-0.19 0.27 -0.91
3.59 -1.24 5.80
3.18 5.07 -0.45
-8.60 3.09 6.31
1.28 -6.01 -5.28
-4.81 0.38 1.51
1.49 4.72 4.77
1.01 -2.11 -1.68
0.57 1.04 0.90
-0.12 -0.71 -0.74
0.86 -0.27 -0.54
2.03 2.96 1.59
2.56 -7.09 -8.04
-0.10 0.31 -0.86
-2.26 1.01 -3.17
1.65 -1.82 -3.59
-5.41 -1.69 -0.50

Energy ... -1524.20777 hartree
Energy above the lowest of the compared OMol25 structures with the same formula, charge and spin ... 21.58 kcal per mole
Total charge ... 0
Kohn-Sham gap ... 8.6628 eV
E_HOMO ... -8.94 eV
Spin multiplicity ... 1